(1)
Computed, not measured: the molecule C5H4O2, with ωB97M-V/def2-TZVPD.

Output
gap between HOMO and LUMO = 0.3206 Eh
SMILES = O=c1cccco1
highest occupied orbital energy = -8.836 eV

Geometry as XYZ:
```
11
Properties=species:S:1:pos:R:3:forces:R:3
O -0.398 -1.575 0.229 -0.866 1.581 0.732
C 0.859 -1.230 0.268 0.021 0.536 -0.035
C 1.293 -0.029 -0.213 0.133 -0.038 0.197
C 0.359 1.010 -0.411 -0.156 0.030 -0.069
C -0.989 0.902 -0.197 0.389 -0.352 -0.125
C -1.552 -0.358 0.192 0.287 -1.276 0.099
O -2.603 -0.790 0.505 0.550 0.496 -0.373
H 1.544 -1.868 0.841 -0.273 -0.388 -0.717
H 2.350 0.163 -0.311 0.019 0.064 0.231
H 0.767 1.990 -0.648 -0.168 -0.069 -0.096
H -1.631 1.785 -0.256 0.064 -0.586 0.157
```
Forces are in eV/Å.

***

(2)
Computed, not measured: a structure of composition C5H4O2, with ωB97M-V/def2-TZVPD.

Output
gap between HOMO and LUMO (alpha / beta) = 0.2904 / 0.2904 Eh
highest occupied orbital energy (alpha / beta) = -8.563 / -8.564 eV

Geometry as XYZ:
```
11
Properties=species:S:1:pos:R:3:forces:R:3
O -0.215 2.801 -0.253 0.645 -1.108 0.248
C 0.332 1.819 -0.014 -0.748 1.011 -0.341
C -1.506 -0.697 -0.190 0.116 -0.063 0.008
C -0.277 -1.219 -0.274 -0.188 0.063 -0.021
C 0.956 -0.617 0.229 0.044 0.201 0.035
C 1.139 0.713 0.335 -0.108 -0.106 -0.061
O 2.009 1.603 0.727 0.167 -0.106 0.095
H -1.716 0.227 0.346 0.052 -0.158 -0.041
H -2.357 -1.193 -0.647 0.143 0.051 0.059
H -0.157 -2.186 -0.761 -0.020 0.144 0.044
H 1.794 -1.252 0.502 -0.102 0.072 -0.024
```
Forces are in eV/Å.

***

(3)
Computed, not measured: the molecule C5H4O3, with ωB97M-V/def2-TZVPD.

Output
gap between HOMO and LUMO = 0.3537 Eh
SMILES = C#CCC(=O)C(=O)O
highest occupied orbital energy = -9.979 eV

Geometry as XYZ:
```
12
Properties=species:S:1:pos:R:3:forces:R:3
C -1.288 -0.414 0.041 0.558 2.181 0.185
C -0.228 0.636 -0.300 1.107 0.774 0.781
C 1.072 -0.002 -0.838 -2.078 -1.578 -1.683
C 2.190 -0.335 0.023 -2.219 1.179 -1.130
C 3.086 -0.293 0.786 2.134 -0.354 1.678
H -2.815 -0.568 0.814 -0.686 0.484 0.926
H 1.322 0.651 -1.663 0.663 0.123 -0.159
H 0.621 -0.959 -1.311 1.075 1.291 0.561
H 3.917 -0.315 1.455 -0.137 -0.047 -0.102
O -2.162 0.156 0.857 -1.024 -1.339 -0.204
O -1.363 -1.518 -0.390 0.006 -1.048 -0.390
O -0.479 1.817 -0.165 0.600 -1.666 -0.464
```
Forces are in eV/Å.

***

(4)
Computed, not measured: the molecule C5H4O3, with ωB97M-V/def2-TZVPD.

Output
gap between HOMO and LUMO = 0.3334 Eh
SMILES = O=C1OC=CC=CO1
highest occupied orbital energy = -8.837 eV

Geometry as XYZ:
```
12
Properties=species:S:1:pos:R:3:forces:R:3
C 1.272 0.029 -0.040 -0.435 0.435 0.745
C -0.665 -1.507 0.063 -0.474 -1.173 -0.108
C -1.765 -0.792 -0.051 0.221 1.047 0.117
C -1.804 0.684 -0.066 -0.309 1.357 -0.516
C -0.739 1.536 -0.001 -2.376 -1.402 0.174
H -0.714 -2.601 0.145 0.083 0.587 -0.100
H -2.657 -1.391 -0.100 -0.345 0.261 0.090
H -2.830 1.174 -0.195 1.715 -0.698 0.301
H -0.918 2.620 0.063 0.530 -0.701 -0.201
O 2.454 -0.002 -0.118 -0.080 0.777 -0.297
O 0.633 -1.134 0.054 0.400 -0.794 -0.045
O 0.579 1.197 0.146 1.071 0.305 -0.160
```
Forces are in eV/Å.

***

(5)
Computed, not measured: the molecule C5H4OS, with ωB97M-V/def2-TZVPD.

Output
gap between HOMO and LUMO = 0.2661 Eh
highest occupied orbital energy = -7.731 eV

Geometry as XYZ:
```
11
Properties=species:S:1:pos:R:3:forces:R:3
C 0.627 -1.230 -0.175 1.066 -0.251 -0.298
C 1.126 0.011 -0.136 -0.349 -0.430 0.042
C -0.785 -1.377 0.002 -1.949 3.238 0.421
C -1.190 0.671 0.048 0.211 -2.975 -0.031
C 0.206 1.150 0.164 0.039 0.354 -0.078
O -1.596 -2.223 0.126 0.640 0.191 -0.187
S -2.591 1.403 -0.062 0.192 -0.077 0.038
H 1.234 -2.103 -0.371 0.096 -0.064 0.008
H 2.170 0.221 -0.314 0.129 -0.105 0.073
H 0.373 1.471 1.201 0.017 0.105 -0.104
H 0.427 2.006 -0.483 -0.092 0.016 0.116
```
Forces are in eV/Å.

***

(6)
Computed, not measured: a structure of composition C5H4OTm, with ωB97M-V/def2-TZVPD.

Output
gap between HOMO and LUMO (alpha / beta) = 0.0932 / 0.2054 Eh
<S²> = 3.791
net charge = +2
highest occupied orbital energy (alpha / beta) = -12.939 / -16.016 eV
2S+1 = 4

Geometry as XYZ:
```
11
Properties=species:S:1:pos:R:3:forces:R:3
C 1.481 0.546 -0.607 1.111 -2.494 3.710
H 2.272 -0.118 -0.973 0.282 1.012 -1.247
H 2.645 1.663 0.907 0.514 -0.214 -0.539
H 1.502 2.147 -0.181 -1.456 -0.441 2.617
C 1.648 1.251 0.708 4.358 2.034 -2.408
C 0.320 -0.039 -0.262 -4.304 -1.298 -2.701
C -0.866 -0.578 -0.327 1.633 0.398 0.339
C -2.026 -1.069 -0.392 2.127 0.811 0.214
O -3.134 -1.503 -0.448 -3.764 -1.912 0.224
Tm -5.416 -2.947 -0.048 1.620 1.066 -0.322
H 1.575 0.647 1.622 -2.121 1.037 0.115
```
Forces are in eV/Å.

***

(7)
Computed, not measured: the molecule C5H4S, with ωB97M-V/def2-TZVPD.

Output
gap between HOMO and LUMO = 0.2984 Eh
SMILES = SC=C=C1C=C1
highest occupied orbital energy = -7.710 eV

Geometry as XYZ:
```
10
Properties=species:S:1:pos:R:3:forces:R:3
C 0.751 0.747 -0.214 1.009 -2.336 0.242
C -0.293 1.046 0.469 -2.564 0.253 1.496
C 1.991 0.108 -0.568 -3.740 -2.717 1.177
C 1.028 -0.742 -0.063 5.338 4.815 -2.813
C -1.413 0.397 0.826 0.386 2.048 -1.147
S -2.395 -0.351 -0.405 -0.059 -0.343 -0.268
H 2.897 0.295 -1.074 0.921 0.039 -0.216
H 0.585 -1.538 0.420 -0.575 -1.592 0.587
H -1.859 0.401 1.765 -0.447 0.137 1.678
H -1.292 -0.365 -1.156 -0.271 -0.305 -0.736
```
Forces are in eV/Å.

***

(8)
Computed, not measured: a structure of composition C5H5AgO6, with ωB97M-V/def2-TZVPD.

Output
gap between HOMO and LUMO (alpha / beta) = 0.3178 / 0.2430 Eh
<S²> = 0.759
net charge = +1
highest occupied orbital energy (alpha / beta) = -14.555 / -14.536 eV
2S+1 = 2

Geometry as XYZ:
```
17
Properties=species:S:1:pos:R:3:forces:R:3
C -2.776 0.397 1.259 0.952 -1.345 0.401
C -2.104 0.977 -0.004 -2.103 2.578 0.211
O -1.591 2.098 0.083 0.170 -1.590 -0.176
O -3.673 -0.390 1.161 0.351 0.767 -0.214
H -2.296 0.695 2.214 -0.422 0.211 -0.110
H -2.560 0.642 -0.954 0.755 -0.427 -0.099
C 1.085 -0.003 0.073 -1.877 -0.682 0.680
C 1.307 -0.615 -1.345 -0.244 -0.410 -0.559
O 1.954 -1.843 -1.058 -0.517 0.416 -0.903
C 2.202 -1.976 0.245 1.749 -1.654 0.914
O 1.717 -0.918 0.931 -0.965 1.097 0.317
O 2.831 -2.861 0.736 -0.969 0.943 -0.511
O 1.460 1.221 0.215 -0.198 0.645 0.169
H 1.953 0.022 -1.960 -0.125 -0.109 0.212
H 0.350 -0.802 -1.842 0.293 0.006 -0.025
Ag 0.361 3.327 -0.047 0.061 -0.103 0.005
H -0.220 0.027 0.293 3.088 -0.343 -0.311
```
Forces are in eV/Å.

***

(9)
Computed, not measured: the molecule C5H5Br, with ωB97M-V/def2-TZVPD.

Output
gap between HOMO and LUMO (alpha / beta) = 0.2906 / 0.2737 Eh
highest occupied orbital energy (alpha / beta) = -8.040 / -7.714 eV

Geometry as XYZ:
```
11
Properties=species:S:1:pos:R:3:forces:R:3
C 0.930 -0.657 -0.160 -2.601 3.058 -0.045
C 1.464 0.400 -0.793 -5.264 3.059 0.591
C -0.419 -0.486 0.263 2.133 2.168 -1.274
C -0.142 1.683 -0.746 6.252 -1.054 -1.650
C -0.929 0.951 0.133 -2.323 -1.818 3.635
Br 0.381 3.496 -0.706 -0.526 -0.402 0.137
H 1.515 -1.432 0.109 1.508 -3.020 0.592
H 2.332 0.583 -1.314 1.708 0.448 -0.946
H -0.962 -1.320 0.467 -1.907 -1.901 0.997
H -2.013 1.142 0.037 0.067 -0.715 -0.764
H -0.977 1.241 1.261 0.954 0.177 -1.273
```
Forces are in eV/Å.

***

no.,molar mass (g mol⁻¹)
1,96.08
2,96.08
3,112.08
4,112.08
5,112.15
6,249.02
7,96.15
8,268.96
9,145.00